*A*
ORCA calculation (wB97M-V/def2-TZVPD) on a structure of composition C4H10NOS2.

net charge: -1
2S+1: 1
HOMO: -3.781 eV

Each line ends with the Mulliken charge.
Element x y z (Å)
S  2.0891  -2.4317  0.4722  -0.4516
S  -0.2679  -0.9516  -1.2614  -0.6379
O  -3.8529  -0.8650  0.4816  -0.7716
N  -2.7286  -0.5794  0.0683  0.3972
C  0.6212  0.9851  0.5697  -0.4968
C  -0.5340  0.6769  -0.3363  -0.2118
C  -2.0578  0.4645  0.3687  -0.4643
C  1.8679  1.1878  -0.3126  -0.9280
H  1.5641  -3.6437  0.2192  0.0894
H  2.4477  2.1835  -0.0834  0.2800
H  0.2931  1.8455  1.0604  0.4086
H  0.6175  0.1324  1.3645  0.2679
H  -2.2355  -1.3159  -0.6429  0.1684
H  -0.8213  1.2795  -1.1813  0.3419
H  -2.2517  1.2860  1.0105  0.3878
H  2.5096  0.3409  -0.1247  0.2134
H  1.7109  1.1524  -1.4004  0.3029
H  1.0285  -1.7472  -0.2719  0.1045


*B*
ORCA calculation (wB97M-V/def2-TZVPD) on the ion C4H10NOS2 with charge -1.

net charge: -1
2S+1: 1
HOMO: -3.142 eV

Each line ends with the Mulliken charge.
Element x y z (Å)
S  -2.0658  -1.3433  -2.0553  -0.5333
S  -0.0466  -0.3167  -1.4371  0.0738
O  1.6071  0.4978  -0.9284  -0.6492
N  0.3604  0.3685  2.5331  -0.3896
C  1.1421  1.2863  3.3344  -0.9207
C  -0.5124  -0.3678  0.4000  -0.8413
C  0.2391  0.7153  1.1079  0.2487
C  1.6200  0.7991  0.4029  -0.3752
H  0.6204  -0.5925  2.6934  0.2608
H  2.2221  1.1064  3.2899  0.2667
H  0.9578  2.3519  3.2070  0.3179
H  -0.2835  -1.3702  0.7594  0.2496
H  -3.0142  -0.7834  -1.3118  0.0255
H  2.3700  0.1812  0.9473  0.1508
H  -1.5749  -0.2859  0.1995  0.2993
H  0.7891  1.1492  4.3708  0.3426
H  -0.1982  1.7022  1.0837  0.2113
H  2.0972  1.7874  0.6423  0.2622


*C*
ORCA calculation (wB97M-V/def2-TZVPD) on a cluster of 2 separate species, C4H10NOS2 in total.

net charge: -1
2S+1: 1
HOMO (alpha / beta): -3.676 / -3.632 eV

Each line ends with the Mulliken charge.
Element x y z (Å)
S  -0.7999  0.7217  1.4525  -0.6487
S  0.0809  3.2622  -0.4850  -0.4486
O  -3.7840  -1.5327  -0.2914  -0.7010
N  -2.7328  -0.9017  0.1021  0.2690
C  -1.3647  -1.3072  -0.3881  -0.8026
C  -0.3175  -0.5851  0.3701  0.5546
C  2.1902  -0.2189  0.1423  -1.2098
C  0.8858  -0.2982  -0.5738  -0.4419
H  3.0564  -0.0993  -0.5723  0.3428
H  2.5186  -1.2206  0.5410  0.3238
H  -2.8569  -0.0954  0.7851  0.1806
H  -1.3021  -2.0843  -1.1315  0.3934
H  0.7146  0.6193  -1.1587  0.2214
H  1.0016  -0.9799  -1.3877  0.3561
H  0.0526  -1.4374  0.9199  0.0934
H  -0.5751  2.3891  0.4182  0.1523
H  2.1200  0.4916  0.9741  0.2733
H  1.1123  3.2768  0.2833  0.0919


What should be chosen as the most stable of them? Choose *B*.